# 1
Entry from the OMol25 dataset: a structure of composition C22H21HgN3O2 at a distorted geometry (the ωB97M-V functional and the def2-TZVPD basis).

Calculated values
Spin multiplicity: 1
Net charge: -2
HOMO-LUMO gap (alpha / beta): 0.129 / 0.129 Eh
Largest force on an atom: 0.06628 Eh/bohr

Element x y z (Å)
C (-0.828, 1.390, -5.577)
C (0.548, 1.110, -5.752)
C (1.272, 1.626, -4.642)
C (0.356, 2.215, -3.727)
C (-0.974, 2.149, -4.345)
Hg (-0.994, 0.489, -2.882)
N (-1.965, -1.230, -2.120)
C (0.131, -2.750, -3.068)
C (1.182, -2.237, -3.741)
H (2.352, 1.623, -4.531)
H (0.990, 0.601, -6.609)
H (0.614, 2.816, -2.856)
H (-1.835, 2.754, -4.055)
H (-1.649, 1.110, -6.240)
H (1.176, -2.069, -4.821)
H (-0.749, -3.149, -3.574)
H (-2.907, -0.895, -1.816)
H (2.110, -1.984, -3.221)
H (0.134, -2.807, -1.977)
O (0.152, 2.806, -0.625)
C (0.111, 1.721, -0.062)
N (0.047, 1.539, 1.323)
C (0.047, 0.169, 1.717)
C (0.090, -0.514, 0.309)
O (0.115, -1.740, 0.173)
N (0.115, 0.450, -0.642)
C (1.316, -0.041, 2.541)
C (2.290, -0.958, 2.152)
C (3.495, -1.034, 2.863)
C (3.709, -0.189, 3.953)
C (2.725, 0.725, 4.350)
C (1.525, 0.801, 3.639)
C (-1.251, -0.203, 2.433)
C (-1.273, -0.814, 3.690)
C (-2.500, -1.097, 4.307)
C (-3.696, -0.786, 3.658)
C (-3.677, -0.211, 2.378)
C (-2.449, 0.078, 1.771)
H (0.059, 2.354, 1.924)
H (2.088, -1.616, 1.308)
H (4.237, -1.760, 2.535)
H (4.640, -0.248, 4.514)
H (2.858, 1.385, 5.204)
H (0.743, 1.506, 3.934)
H (-0.327, -1.060, 4.173)
H (-2.489, -1.560, 5.296)
H (-4.649, -0.997, 4.140)
H (-4.597, 0.018, 1.836)
H (-2.420, 0.511, 0.764)

Atom charges from the Löwdin analysis, given in e for atoms 1 to 2:
1 C -0.2315
2 C -0.2130

***

# 2
Entry from the OMol25 dataset: an isolated molecule of C13H18N3P at a distorted geometry (the ωB97M-V functional and the def2-TZVPD basis).

Calculated values
Spin multiplicity: 1
Net charge: 0
HOMO-LUMO gap: 0.273 Eh
SMILES: CC(C)CCc1cc2nccnc2cc1[PH2]=N
Largest force on an atom: 0.11712 Eh/bohr

Element x y z (Å)
C (-3.358, -0.009, 0.512)
C (-3.121, -0.934, -0.785)
C (-4.227, -0.494, -1.897)
C (-1.636, -0.760, -1.431)
C (-0.499, -1.378, -0.474)
C (0.632, -0.348, -0.018)
C (0.534, 1.188, -0.044)
C (1.698, 2.148, 0.445)
N (1.473, 3.562, 0.338)
C (2.593, 4.322, 0.779)
C (3.880, 3.672, 1.354)
N (4.149, 2.278, 1.486)
C (3.015, 1.549, 0.989)
C (3.126, -0.033, 1.007)
C (1.991, -0.968, 0.529)
P (2.316, -2.842, 0.604)
N (1.114, -3.642, 1.352)
H (-2.416, 0.488, 0.926)
H (-4.146, 0.775, 0.226)
H (-3.812, -0.618, 1.384)
H (-3.359, -2.024, -0.520)
H (-5.290, -0.817, -1.608)
H (-3.978, -0.994, -2.894)
H (-4.244, 0.663, -1.962)
H (-1.658, -1.418, -2.386)
H (-1.435, 0.305, -1.792)
H (-1.028, -1.814, 0.448)
H (0.033, -2.211, -1.065)
H (-0.439, 1.644, -0.463)
H (2.548, 5.466, 0.711)
H (4.718, 4.389, 1.694)
H (4.109, -0.498, 1.391)
H (3.559, -3.088, 1.310)
H (2.432, -3.262, -0.784)
H (0.727, -4.298, 0.639)

Atom charges from the Löwdin analysis, given in e for atoms 1 to 2:
1 C -0.0980
2 C -0.3882

***

# 3
Entry from the OMol25 dataset: a structure of composition C6H5O6Ti at a distorted geometry (the ωB97M-V functional and the def2-TZVPD basis).

Calculated values
Spin multiplicity: 2
Net charge: +2
HOMO-LUMO gap (alpha / beta): 0.212 / 0.200 Eh
Largest force on an atom: 0.17101 Eh/bohr

Element x y z (Å)
O (-0.678, 0.364, -2.717)
C (-0.083, 0.197, -1.713)
Ti (0.964, -0.041, -0.221)
O (3.637, 0.065, -2.013)
C (2.703, 0.025, -1.325)
C (-3.276, -0.225, -2.128)
O (-3.329, 0.050, -1.007)
C (0.377, -2.052, -0.553)
O (0.032, -3.146, -0.720)
C (0.464, 2.005, -0.201)
O (0.175, 3.129, -0.259)
H (-3.126, -0.318, -3.142)
C (0.043, 0.185, 2.792)
O (0.970, -0.372, 1.853)
H (-0.564, 0.923, 2.269)
H (0.620, 0.666, 3.584)
H (-0.607, -0.600, 3.172)
H (1.678, -0.854, 2.329)

Atom charges from the Löwdin analysis, given in e for atoms 1 to 2:
1 O 0.0614
2 C -0.3466

***

# 4
Entry from the OMol25 dataset: a structure of composition C21H46BF4N2O5Ti at a distorted geometry (the ωB97M-V functional and the def2-TZVPD basis).

Calculated values
Spin multiplicity: 4
Net charge: 0
HOMO-LUMO gap (alpha / beta): 0.109 / 0.291 Eh
Largest force on an atom: 0.06623 Eh/bohr

Element x y z (Å)
Ti (-18.551, 2.430, -5.550)
C (-18.193, -0.652, -7.335)
C (-18.235, -2.164, -7.298)
N (-19.421, -2.913, -6.633)
C (-19.647, -2.467, -5.171)
C (-20.752, -2.445, -7.292)
C (-21.907, -3.428, -7.187)
C (-19.197, -4.442, -6.854)
C (-17.900, -5.094, -6.409)
O (-17.460, -4.464, -5.213)
C (-17.762, -5.065, -4.003)
H (-17.274, -0.287, -7.792)
H (-18.264, -0.209, -6.342)
H (-18.943, -0.207, -7.990)
H (-17.391, -2.607, -6.770)
H (-18.271, -2.541, -8.320)
H (-18.670, -2.403, -4.693)
H (-20.232, -3.218, -4.640)
H (-20.043, -1.452, -5.126)
H (-20.471, -2.391, -8.344)
H (-21.051, -1.452, -6.957)
H (-22.227, -3.598, -6.158)
H (-21.689, -4.438, -7.534)
H (-22.835, -3.117, -7.666)
H (-19.400, -4.638, -7.907)
H (-20.018, -4.966, -6.365)
H (-17.276, -4.822, -7.260)
H (-17.783, -6.177, -6.443)
H (-18.849, -5.088, -3.924)
H (-17.447, -4.511, -3.119)
H (-17.282, -6.040, -3.912)
C (-21.534, 4.875, -4.650)
C (-20.861, 5.370, -5.940)
C (-21.713, 5.014, -7.218)
N (-21.015, 5.406, -8.555)
C (-19.685, 4.552, -8.921)
C (-19.212, 4.793, -10.364)
C (-20.348, 4.642, -11.433)
C (-21.646, 5.417, -11.073)
C (-22.109, 5.116, -9.672)
C (-20.683, 6.924, -8.540)
H (-22.508, 5.260, -4.349)
H (-20.868, 4.931, -3.789)
H (-21.501, 3.786, -4.603)
H (-19.845, 4.988, -6.042)
H (-20.657, 6.440, -5.899)
H (-22.634, 5.598, -7.237)
H (-21.900, 3.943, -7.287)
H (-19.955, 3.518, -8.704)
H (-18.833, 4.819, -8.295)
H (-18.416, 4.137, -10.715)
H (-18.633, 5.715, -10.420)
H (-20.585, 3.578, -11.462)
H (-19.817, 4.949, -12.335)
H (-22.432, 5.139, -11.775)
H (-21.532, 6.501, -11.100)
H (-22.394, 4.064, -9.662)
H (-22.924, 5.796, -9.427)
H (-19.762, 6.954, -7.959)
H (-21.550, 7.564, -8.376)
H (-20.383, 7.169, -9.559)
C (-18.819, 1.166, -1.209)
C (-18.691, 1.473, -2.768)
O (-18.166, 0.669, -3.510)
O (-19.117, 2.567, -3.176)
H (-18.978, 2.033, -0.568)
H (-17.885, 0.663, -0.962)
H (-19.585, 0.437, -0.943)
C (-15.671, 4.415, -7.819)
C (-16.651, 3.645, -6.931)
O (-17.391, 4.267, -6.105)
O (-16.760, 2.448, -7.064)
H (-14.799, 3.907, -8.231)
H (-15.255, 5.263, -7.275)
H (-16.236, 4.924, -8.600)
B (-21.876, 1.183, -6.329)
F (-22.190, 1.054, -7.654)
F (-22.856, 1.885, -5.721)
F (-21.821, -0.042, -5.673)
F (-20.728, 1.941, -6.182)

Atom charges from the Löwdin analysis, given in e for atoms 1 to 2:
1 Ti 0.8191
2 C -0.0580

***

Which energy belongs to each record? In order, -1318.9715, -1011.5181, -1531.7612, -2587.2978 hartree.